(1)
Density functional theory data (the ωB97M-V functional and the def2-TZVPD basis) for a structure of composition C60H41BBrCl4N6O2Pb.

Geometry as XYZ:
```
116
Properties=species:S:1:pos:R:3:mulliken_charge:R:1
Pb -0.35 -0.37 0.74 1.98
Cl -0.06 1.72 10.33 -0.19
C -0.18 1.41 8.64 0.30
C -1.36 0.88 8.12 -0.97
C -1.45 0.62 6.77 -0.27
C -0.39 0.90 5.92 -0.12
C 0.78 1.43 6.45 -0.11
C 0.89 1.68 7.81 -1.01
C -0.48 0.62 4.46 1.46
C -0.24 1.66 3.61 -0.53
C -0.16 3.07 3.94 -1.10
C -0.02 3.74 2.77 -1.45
C 0.02 2.75 1.73 0.03
C 0.09 2.94 0.23 1.60
C 0.75 4.25 -0.24 -0.46
C 0.55 4.73 -1.53 -0.46
C 1.35 5.72 -2.07 -1.28
C 2.40 6.23 -1.32 0.31
Cl 3.49 7.37 -2.03 -0.21
C 2.60 5.80 -0.02 -1.26
C 1.79 4.81 0.51 -0.40
C -1.28 2.63 -0.36 -0.32
N -1.69 1.39 -0.35 0.81
C -2.90 1.33 -1.05 -0.19
C -3.59 0.19 -1.33 1.06
C -4.65 0.26 -2.36 -0.18
C -5.94 -0.21 -2.11 -0.29
C -6.91 -0.17 -3.10 -0.94
C -6.59 0.34 -4.35 0.32
Cl -7.80 0.39 -5.58 -0.19
C -5.31 0.79 -4.63 -1.06
C -4.35 0.76 -3.63 -0.19
C -3.35 -1.12 -0.72 0.15
C -3.95 -2.36 -1.11 -1.01
C -3.45 -3.32 -0.28 -1.30
C -2.59 -2.65 0.64 -0.07
N -2.53 -1.32 0.32 -0.25
C -2.00 -3.20 1.78 1.70
C -1.46 -2.45 2.87 0.00
C -1.32 -2.93 4.20 -1.74
C -0.96 -1.85 4.96 -1.12
C -0.84 -0.74 4.08 0.06
N -1.13 -1.12 2.82 0.34
C -1.97 -4.68 1.90 -0.81
C -0.76 -5.32 1.65 0.09
C -0.68 -6.71 1.69 -1.05
C -1.82 -7.44 2.01 0.35
Cl -1.73 -9.17 2.06 -0.20
C -3.02 -6.81 2.29 -0.94
C -3.09 -5.43 2.23 0.13
C -3.24 2.69 -1.45 -1.21
C -2.24 3.49 -1.01 -1.50
N -0.12 1.54 2.22 1.16
H -2.20 0.69 8.78 0.42
H -2.38 0.22 6.36 0.54
H 1.62 1.65 5.80 0.47
H 1.80 2.08 8.23 0.43
H -0.26 3.48 4.93 0.64
H 0.00 4.81 2.63 0.78
H -0.21 4.29 -2.16 0.56
H 1.20 6.06 -3.08 0.44
H 3.42 6.20 0.56 0.44
H 2.01 4.43 1.50 0.53
H -6.20 -0.58 -1.13 0.58
H -7.91 -0.52 -2.90 0.43
H -5.07 1.17 -5.61 0.43
H -3.35 1.11 -3.84 0.55
H -4.65 -2.49 -1.92 0.66
H -3.68 -4.38 -0.29 0.65
H -1.54 -3.93 4.53 0.63
H -0.78 -1.83 6.03 0.65
H 0.12 -4.74 1.42 0.47
H 0.25 -7.22 1.49 0.44
H -3.89 -7.40 2.54 0.45
H -4.03 -4.92 2.45 0.53
H -4.14 2.98 -1.96 0.68
H -2.19 4.56 -1.09 0.86
C 4.08 2.40 -5.87 -1.62
C 4.70 1.20 -5.13 2.14
C 4.32 -0.10 -5.86 -1.61
C 6.22 1.35 -5.17 -2.14
C 4.16 1.17 -3.70 0.17
C 5.00 1.18 -2.59 -0.28
C 4.52 1.32 -1.28 -1.83
C 3.16 1.43 -1.13 1.02
O 2.43 1.77 0.00 -0.67
B 1.15 1.97 -0.47 2.09
O 1.02 1.61 -1.80 -0.73
C 2.31 1.35 -2.22 0.05
C 2.77 1.22 -3.50 -1.23
H 4.54 2.50 -6.86 0.45
H 4.26 3.32 -5.32 0.36
H 3.01 2.28 -6.01 0.36
H 4.65 -0.07 -6.89 0.45
H 3.23 -0.25 -5.86 0.33
H 4.77 -0.96 -5.37 0.36
H 6.55 1.46 -6.21 0.44
H 6.73 0.48 -4.75 0.42
H 6.55 2.24 -4.63 0.46
H 6.07 1.11 -2.72 0.49
H 5.19 1.39 -0.44 0.54
H 2.07 1.20 -4.33 0.58
Br -1.03 -5.75 -2.62 -0.13
C 0.29 -4.69 -1.81 -0.44
C 1.54 -5.21 -1.52 -0.25
C 2.45 -4.39 -0.86 -0.92
C 2.07 -3.11 -0.51 -0.28
N 0.87 -2.61 -0.82 0.02
C 0.00 -3.38 -1.47 0.03
H 1.80 -6.22 -1.80 0.49
H 3.44 -4.76 -0.62 0.45
H 2.73 -2.46 0.05 0.40
H -0.96 -2.95 -1.72 0.46
N 2.90 -0.49 3.18 -0.06
C 2.17 -0.84 2.35 -0.25
H 3.53 -0.19 3.90 0.21
```

Summary:
LUMO   -4.46 eV
Relative energy (zero: lowest compared OMol25 entry of this formula, charge and spin)   0.0 kcal per mole
Total charge   +1


(2)
Density functional theory data (the ωB97M-V functional and the def2-TZVPD basis) for the molecule C6H11NO in a non-equilibrium geometry.

Geometry as XYZ:
```
19
Properties=species:S:1:pos:R:3:mulliken_charge:R:1
C 1.01 0.09 -0.83 0.04
C 1.26 -0.17 0.66 -0.97
C -0.08 -1.07 -1.42 -1.27
C 0.08 -0.85 1.35 0.68
N 0.55 1.42 -1.07 -0.61
C -1.24 -0.20 1.22 -0.17
C -1.42 1.13 1.29 -1.05
O 0.19 -1.96 1.83 -0.56
H 1.94 -0.06 -1.39 0.50
H -0.40 1.55 -0.68 0.27
H 0.51 1.62 -2.06 0.26
H 2.12 -0.84 0.77 0.35
H 1.46 0.78 1.16 0.41
H -2.08 -0.87 1.18 0.39
H 0.06 -2.10 -1.12 0.33
H 0.15 -1.10 -2.48 0.42
H -1.10 -0.72 -1.30 0.33
H -0.60 1.81 1.45 0.38
H -2.40 1.55 1.44 0.28
```

Summary:
LUMO   0.39 eV
SMILES   C=CC(=O)C[C@@H](C)N
Relative energy (zero: lowest compared OMol25 entry of this formula, charge and spin)   40.8 kcal per mole


(3)
Density functional theory data (the ωB97M-V functional and the def2-TZVPD basis) for a structure of composition C23H30BF4O5Zr in a non-equilibrium geometry.

Geometry as XYZ:
```
64
Properties=species:S:1:pos:R:3:mulliken_charge:R:1
C 0.17 -0.27 -3.91 2.70
C -0.21 -0.86 -2.53 -1.70
C 0.10 1.26 -3.73 -1.74
C -1.06 1.46 -2.74 -0.12
H -0.06 1.75 -4.70 0.35
H 1.06 1.59 -3.28 0.48
C -1.35 0.06 -2.08 0.64
H 0.67 -0.74 -1.87 0.43
H -0.50 -1.93 -2.58 0.51
C -1.46 0.35 -0.57 -0.99
H -2.31 -0.33 -2.47 0.47
H -1.96 1.78 -3.30 0.42
C -0.86 2.40 -1.49 1.66
C 1.60 -0.62 -4.35 -0.28
C -0.89 -0.71 -4.99 0.11
O -1.26 0.07 -5.84 -0.59
O 2.47 -1.00 -3.60 -0.63
O 1.77 -0.44 -5.67 -0.27
O -1.31 -2.00 -4.85 -0.34
C -0.65 -3.14 -5.50 -0.59
H -0.34 -3.81 -4.69 0.27
H 0.22 -2.83 -6.10 0.24
H -1.40 -3.63 -6.14 0.26
C 3.03 -0.89 -6.19 -0.79
H 3.88 -0.46 -5.64 0.30
H 3.03 -0.57 -7.23 0.26
H 3.06 -1.98 -6.12 0.33
O -1.58 1.77 -0.38 -0.48
H -0.54 0.03 -0.04 0.17
H -2.33 -0.15 -0.12 0.17
C -1.47 3.77 -1.75 -1.78
C 0.61 2.53 -1.06 -1.80
H 1.18 3.14 -1.77 0.38
H 1.09 1.55 -0.93 0.23
H 0.62 3.04 -0.08 0.46
H -1.27 4.42 -0.89 0.44
H -2.55 3.69 -1.89 0.40
H -1.02 4.23 -2.65 0.32
Zr -0.01 0.00 3.92 0.87
C -2.11 -0.17 5.17 -0.68
C -2.44 0.15 3.81 -0.63
C -2.01 -0.98 3.01 -0.36
H -2.90 1.10 3.49 0.39
C -1.41 -1.98 3.89 -0.85
C -1.50 -1.47 5.22 -0.16
H -1.00 -1.95 6.06 0.34
H -2.18 0.58 5.94 0.50
H -2.30 -1.16 1.97 0.52
H -1.02 -2.98 3.63 0.33
C 2.27 0.76 4.26 -1.11
C 2.06 -0.28 5.23 -0.13
C 1.71 -1.52 4.58 -0.96
H 2.19 -0.12 6.29 0.70
C 1.88 -1.28 3.16 -0.62
C 2.23 0.12 2.97 -0.19
H 2.53 0.60 2.03 0.45
H 2.44 1.82 4.51 0.39
H 1.42 -2.45 5.07 0.40
H 1.88 -2.06 2.39 0.48
F 0.02 0.53 5.74 -0.55
B 0.01 0.07 7.85 0.81
F 0.66 1.25 7.91 -0.26
F -1.35 -0.06 7.87 -0.27
F 0.75 -1.08 7.74 -0.27
```

Summary:
LUMO (spin up / spin down)   2.01 / 2.01 eV
Total charge   -1


(4)
Density functional theory data (the ωB97M-V functional and the def2-TZVPD basis) for a cluster of 9 separate species, C34H68O16 in total in a non-equilibrium geometry.

Geometry as XYZ:
```
118
Properties=species:S:1:pos:R:3:mulliken_charge:R:1
O 2.53 2.90 -2.81 -0.63
C 2.21 3.09 -1.63 0.47
O 1.45 4.04 -1.18 -0.20
C 0.68 4.83 -2.05 0.00
C -0.40 5.63 -1.40 -0.35
C 2.94 2.38 -0.47 -0.60
H 0.12 4.03 -2.68 0.13
H 1.37 5.45 -2.86 0.25
H -0.78 6.51 -2.17 0.23
H 0.17 6.15 -0.52 0.36
H -1.21 5.13 -0.82 -0.49
H 3.57 1.49 -1.06 0.03
H 2.14 2.16 0.12 -0.16
H 3.60 2.92 -0.04 1.02
O -1.30 -1.09 -0.70 -0.52
C -0.56 -0.11 -0.74 0.07
O 0.51 -0.04 -0.06 0.48
C 1.06 -1.16 0.53 -0.26
C 2.34 -0.87 1.49 -1.36
C -0.94 1.21 -1.40 0.03
H 1.38 -1.99 -0.08 0.44
H 0.58 -1.58 1.38 0.06
H 2.23 0.04 2.00 0.68
H 3.26 -0.65 1.06 -0.09
H 2.59 -1.89 2.10 0.20
H -0.51 1.93 -0.89 0.03
H -2.14 1.31 -1.55 0.02
H -0.54 1.31 -2.57 0.00
O -2.81 -5.32 4.45 -0.59
C -2.26 -4.27 4.15 0.38
O -0.92 -4.09 3.99 -0.13
C -0.13 -5.26 4.16 -0.44
C 1.24 -4.88 3.57 -0.64
C -3.09 -3.04 3.98 -0.30
H -0.54 -6.05 3.64 0.37
H 0.07 -5.79 5.14 0.38
H 1.73 -4.23 4.49 0.32
H 1.29 -4.29 2.65 -0.12
H 2.04 -5.74 3.64 0.33
H -2.80 -2.26 4.78 0.34
H -4.36 -3.24 4.06 0.26
H -2.69 -2.45 3.15 -0.13
O 1.70 -2.49 -4.43 -0.63
C 1.36 -1.37 -4.07 0.61
O 0.12 -0.75 -4.21 -0.23
C -0.80 -1.61 -4.80 -0.64
C -2.15 -0.86 -4.48 -0.54
C 2.33 -0.50 -3.35 -0.88
H -0.62 -2.39 -4.16 0.41
H -0.61 -1.80 -5.74 0.56
H -2.74 -1.36 -5.18 0.54
H -1.99 0.25 -4.34 -0.01
H -2.66 -1.11 -3.35 -0.04
H 2.50 0.38 -3.86 0.49
H 3.17 -1.01 -3.16 0.56
H 2.03 -0.01 -2.29 -0.23
O -3.18 3.42 -4.03 -0.60
C -3.21 4.66 -3.77 0.67
O -3.53 5.15 -2.64 -0.30
C -4.04 4.19 -1.64 0.13
C -4.35 5.02 -0.22 -1.17
C -2.88 5.71 -4.86 -0.90
H -3.14 3.48 -1.48 -0.17
H -5.01 3.82 -1.82 0.56
H -4.45 4.28 0.66 0.10
H -5.29 5.53 -0.21 0.48
H -3.55 5.69 -0.15 0.38
H -2.62 4.78 -5.67 0.25
H -1.91 6.19 -4.33 0.22
H -3.79 6.15 -5.00 0.39
O 5.26 -0.20 -0.85 -0.57
C 6.11 -0.76 -0.14 0.82
O 6.49 -0.42 1.03 -0.33
C 6.08 0.82 1.65 0.53
C 6.31 0.81 3.10 -1.34
C 6.96 -1.95 -0.70 -1.40
H 4.91 0.87 1.48 -0.24
H 6.55 1.73 1.08 0.28
H 5.89 -0.03 3.71 0.30
H 5.90 1.67 3.77 0.33
H 7.33 0.69 3.17 0.39
H 7.45 -2.59 0.03 0.32
H 7.52 -1.77 -1.43 0.51
H 6.27 -2.42 -1.31 0.37
O -0.57 -6.62 0.68 -0.70
C -0.51 -5.36 0.52 0.45
O 0.62 -4.67 0.29 0.15
C 1.87 -5.30 0.08 -0.71
C 3.00 -4.30 -0.23 -0.99
C -1.71 -4.51 0.69 -0.41
H 1.82 -6.01 -0.67 0.58
H 1.93 -6.04 0.91 0.40
H 2.94 -3.42 0.38 -0.05
H 3.01 -4.11 -1.26 0.42
H 3.89 -4.84 -0.01 0.50
H -2.30 -4.65 1.77 -0.03
H -2.09 -4.88 -0.11 0.51
H -1.29 -3.51 0.68 -0.07
C -1.68 1.39 3.24 -0.64
C -1.64 2.39 2.17 0.58
O -2.65 2.40 1.24 -0.25
C -0.58 3.46 1.99 -0.79
H -0.97 0.66 2.70 -0.04
H -2.55 0.81 3.65 0.27
H -1.16 1.78 4.13 0.35
H -0.71 3.91 0.96 -0.08
H 0.19 2.93 1.76 0.34
H -0.63 4.28 2.76 0.36
C -5.74 1.11 2.15 -0.71
C -5.38 -0.29 1.63 0.62
O -5.70 -1.29 2.21 -0.56
C -4.39 -0.45 0.37 -0.04
H -4.81 1.59 2.53 0.01
H -6.61 0.98 2.73 0.42
H -5.87 1.81 1.23 0.17
H -5.03 -0.70 -0.52 0.43
H -3.67 -1.13 0.54 -0.21
H -3.86 0.44 -0.05 -0.10
```

Summary:
LUMO   0.16 eV
SMILES   CCOC(C)=O.CCOC(C)=O.CCOC(C)=O.CCOC(C)=O.CCOC(C)=O.CCOC(C)=O.CCOC(C)=O.CC(C)=O.CC(C)=O
Relative energy (zero: lowest compared OMol25 entry of this formula, charge and spin)   385.1 kcal per mole


(5)
Density functional theory data (the ωB97M-V functional and the def2-TZVPD basis) for a structure of composition C19H43AuOP3S2 in a non-equilibrium geometry.

Geometry as XYZ:
```
69
Properties=species:S:1:pos:R:3:lowdin_spin:R:1
Au 0.00 0.00 0.00 0.40
P 1.76 1.07 0.99 0.03
P -1.75 1.49 0.16 0.05
P 0.49 0.77 -2.13 0.13
H -1.04 -2.60 -0.55 0.00
C -0.36 -1.89 -1.03 0.05
C 1.02 -1.83 -0.55 0.02
H 1.32 -2.48 0.27 0.00
C 2.29 0.68 2.73 0.01
C 1.87 2.92 1.15 0.00
C 3.40 0.75 0.19 0.00
C -3.40 1.05 -0.59 0.01
C -2.37 2.05 1.82 0.02
C -1.62 3.20 -0.55 0.00
C 1.65 -0.21 -3.18 0.02
C 1.23 2.44 -2.45 0.03
C -0.93 0.84 -3.32 0.02
H -0.54 -1.85 -2.10 0.00
H 1.82 -1.73 -1.28 0.00
H 2.37 -0.41 2.85 0.00
H 1.54 1.05 3.44 0.00
H 3.26 1.13 2.96 0.00
H 1.06 3.27 1.79 0.00
H 1.76 3.38 0.16 0.00
H 2.83 3.24 1.58 0.00
H 3.57 -0.33 0.19 0.00
H 4.22 1.25 0.71 0.00
H 3.38 1.08 -0.85 0.00
H -4.15 1.84 -0.44 0.00
H -3.77 0.12 -0.14 0.00
H -3.28 0.87 -1.66 0.00
H -3.18 2.78 1.71 0.00
H -1.55 2.51 2.37 0.00
H -2.74 1.21 2.41 0.00
H -2.53 3.78 -0.34 0.00
H -1.48 3.17 -1.64 0.00
H -0.77 3.72 -0.11 0.00
H 1.73 0.26 -4.17 0.01
H 1.28 -1.23 -3.30 0.00
H 2.64 -0.25 -2.72 0.00
H 1.28 2.64 -3.52 0.01
H 2.25 2.47 -2.04 0.00
H 0.65 3.22 -1.97 0.00
H -0.58 1.08 -4.33 0.01
H -1.66 1.59 -3.01 0.00
H -1.43 -0.13 -3.32 0.00
C -0.62 -2.72 -7.08 0.18
C -1.79 -2.98 -7.80 0.09
C -2.03 -4.26 -8.30 0.03
C -1.11 -5.29 -8.09 0.22
C 0.06 -5.03 -7.37 0.03
C 0.31 -3.75 -6.87 0.09
S -0.24 -1.12 -6.42 0.33
H -1.35 -0.51 -6.85 0.01
H -2.51 -2.19 -7.97 0.00
H -2.94 -4.45 -8.85 0.00
H -1.30 -6.29 -8.48 0.01
H 0.78 -5.82 -7.20 0.00
H 1.22 -3.56 -6.31 0.00
C -1.66 -0.91 3.79 0.01
S -1.68 -1.49 2.04 0.02
C -0.77 -3.04 2.40 0.00
O -0.40 -0.70 1.69 0.13
H -1.06 -1.55 4.45 0.00
H -2.71 -0.89 4.16 0.00
H -1.26 0.12 3.86 0.00
H -1.34 -3.64 3.14 0.00
H -0.68 -3.65 1.47 0.00
H 0.25 -2.84 2.80 0.00
```

Summary:
LUMO (spin up / spin down)   -7.27 / -11.59 eV
2S+1   3
Relative energy (zero: lowest compared OMol25 entry of this formula, charge and spin)   40.8 kcal per mole
Total charge   +3


(6)
Density functional theory data (the ωB97M-V functional and the def2-TZVPD basis) for a structure of composition BrClO3P in a non-equilibrium geometry.

Geometry as XYZ:
```
6
Properties=species:S:1:pos:R:3:mulliken_charge:R:1
O 0.07 0.76 1.24 -0.67
O 0.35 1.00 -1.48 -0.65
O -0.12 -1.27 -0.18 -0.25
P 0.43 0.31 -0.18 0.93
Cl -1.79 -1.35 0.27 -0.06
Br 2.44 -0.45 0.05 -0.30
```

Summary:
LUMO   3.26 eV
Relative energy (zero: lowest compared OMol25 entry of this formula, charge and spin)   13.8 kcal per mole
Total charge   -1